Record 1
Below is C16H40AlIO2P2Si2 as an isolated structure at a distorted geometry, with properties calculated with ωB97M-V/def2-TZVPD.

XYZ file:
```
64
Properties=species:S:1:pos:R:3:forces:R:3
C -3.144904 2.318237 0.085990 -0.55 -0.09 -0.14
C -2.256905 1.108386 0.188909 1.62 -0.47 -1.33
H -4.069860 2.202954 0.655996 -0.01 -0.01 -0.23
H -3.382019 2.560190 -0.959919 -0.02 -0.26 0.52
H -2.626275 3.189490 0.546163 -0.12 -0.55 -0.33
O -1.698138 0.538983 -0.849116 -0.79 1.96 2.58
I 2.518498 2.512692 -0.521276 -0.19 -0.09 0.93
Al 0.331730 0.973500 -0.426638 0.02 -1.41 -1.12
P -2.173733 0.851424 3.141042 0.20 0.49 -0.43
C -1.905878 -0.798887 3.777854 -0.09 -0.37 0.09
C -1.153123 2.079387 3.968094 -0.15 0.16 0.38
H -1.297606 2.056139 5.050586 -0.14 -0.08 -0.04
H -4.391498 1.079242 4.100476 0.27 0.02 -0.34
H -1.419876 3.080790 3.615771 0.00 -0.16 -0.04
H -4.038991 2.399885 2.955161 0.17 -0.45 0.10
H -0.993826 -1.228688 3.347638 -0.10 0.19 0.05
H -0.095035 1.903811 3.776980 -0.03 -0.16 -0.17
C -3.922271 1.316557 3.130209 -0.23 0.05 0.11
H -1.816014 -0.799332 4.868531 -0.04 0.14 -0.12
H -4.457800 0.767286 2.336283 0.24 0.09 0.41
H -2.752507 -1.438110 3.503139 0.12 0.11 -0.02
P -0.081368 1.644948 -2.777558 -0.45 0.07 0.17
C -1.114297 0.528046 -3.773535 0.05 -0.23 -0.06
C -1.157146 3.119471 -2.681790 0.23 0.34 -0.18
H 2.052101 2.705280 -3.127946 -0.40 -0.25 -0.65
H 1.061935 2.662213 -4.634265 0.13 -0.15 0.07
H 1.920073 1.184657 -4.057510 -0.21 0.32 0.00
C 1.383325 2.091939 -3.755825 0.04 0.25 0.10
H -0.855476 3.752589 -1.834568 -0.14 -0.02 -0.33
H -1.059994 3.693554 -3.617084 -0.15 -0.09 0.37
H -1.193002 0.917685 -4.794765 0.04 -0.08 0.15
H -2.113223 0.474267 -3.327044 0.28 0.03 -0.10
H -2.202468 2.801745 -2.558494 0.48 0.12 -0.13
H -0.689471 -0.479518 -3.795203 -0.15 0.23 -0.06
C -1.550578 0.856482 1.429696 0.70 0.48 0.20
O -0.222537 0.800451 1.333039 -1.94 0.21 -0.38
C -0.495323 -2.508408 -1.766702 -0.05 0.11 0.14
Si 1.305843 -1.950792 -1.692672 -0.18 -0.81 -1.33
C 2.358046 -3.496327 -1.374450 0.18 0.01 0.38
C 1.939077 -1.400334 -3.388986 0.10 0.07 -0.03
C 1.572091 -0.569033 -0.432038 1.44 0.31 0.57
Si 2.039168 -1.248442 1.297471 0.78 -0.48 0.79
C 3.838112 -1.888497 1.277241 -0.32 0.11 -0.11
C 2.108567 -0.010092 2.734078 -0.08 0.10 -0.09
C 0.885080 -2.675882 1.771087 -0.10 0.17 -0.03
H -0.764288 -2.811087 -2.791555 0.07 0.10 0.31
H -1.189002 -1.718223 -1.438418 0.11 -0.36 -0.17
H -0.633586 -3.392066 -1.122757 -0.02 0.32 -0.16
H 2.564507 -3.976502 -2.345514 -0.19 0.26 0.27
H 3.327449 -3.265372 -0.917928 -0.17 -0.10 -0.18
H 1.850725 -4.238182 -0.746211 0.10 0.19 -0.06
H 1.160915 -1.182500 -4.125663 0.14 0.00 0.08
H 2.594280 -0.526016 -3.305961 0.00 -0.19 -0.05
H 2.547674 -2.216096 -3.808933 -0.20 0.28 0.12
H 2.556498 -0.139203 -0.740386 -0.10 -0.74 -0.05
H 4.271002 -1.678316 2.270017 -0.07 -0.15 -0.45
H 3.898219 -2.971986 1.093186 0.05 0.42 0.03
H 4.433040 -1.355006 0.520471 0.00 -0.24 0.23
H 1.201294 -0.044359 3.358803 0.35 0.10 -0.18
H 2.980285 -0.278686 3.357086 -0.47 0.18 -0.21
H 2.254887 1.013943 2.356888 -0.03 -0.20 0.29
H -0.138303 -2.508119 1.402462 0.15 -0.15 0.10
H 1.249111 -3.635273 1.367725 -0.21 0.38 0.17
H 0.852784 -2.756890 2.872637 0.04 -0.05 -0.40
```
Positions in Å, forces in eV/Å.

Values from the calculation:
Net charge   +2
Frontier orbital gap (spin up / spin down)   6.901 / 5.178 eV
Electronic energy   -70355.0334 eV
Largest force on an atom   3.3 eV/Å
HOMO (spin up / spin down)   -0.5484 / -0.5365 hartree


Record 2
Below is a 3-piece molecular cluster, C16H40BClINO10PS2 overall at a distorted geometry, with properties calculated with ωB97M-V/def2-TZVPD.

XYZ file:
```
73
Properties=species:S:1:pos:R:3:forces:R:3
N 2.918030 -4.062263 -3.453160 0.07 -0.36 0.33
B 2.725320 -4.333059 -2.086381 0.55 -0.45 -0.05
O 3.005831 -5.521284 -1.482030 0.33 0.38 0.28
S 1.965820 -3.002160 -0.941235 0.18 -0.40 -0.15
C 3.263296 -2.564057 0.277694 0.26 -0.34 -0.37
C 4.656332 -2.385879 -0.319591 0.31 -0.46 0.76
C 5.641834 -3.524680 0.059477 0.08 0.43 -0.58
C 6.466095 -3.954509 -1.157078 -0.70 0.07 1.01
S 7.530678 -2.666576 -1.796398 -0.45 -0.61 -0.72
O 6.754105 -1.872758 -2.672601 -1.22 1.25 -0.01
O 8.652505 -3.275880 -2.370499 1.82 -0.84 0.07
Cl 8.087578 -1.543597 -0.204016 -0.02 -0.10 -0.03
P 1.410743 -1.194236 -2.113612 -0.52 1.74 0.18
O 0.678452 -1.825022 -3.405889 0.30 -0.69 0.70
I 3.406662 -0.168838 -3.018715 -0.11 -0.42 -0.14
H 3.024241 -4.929301 -3.970925 0.19 0.06 -0.15
H 3.743171 -3.485750 -3.603717 -0.49 0.57 -0.46
H 3.678742 -5.366519 -0.796477 -0.49 -0.57 0.12
H 3.284565 -3.406865 0.954867 -0.34 -0.23 0.29
H 2.893629 -1.719590 0.841429 -0.18 0.31 -0.06
H 4.649220 -2.291188 -1.394051 -0.20 0.27 -0.28
H 5.065503 -1.474980 0.091641 0.09 0.45 -0.20
H 5.140465 -4.388936 0.484155 -0.12 -0.25 0.04
H 6.326626 -3.157338 0.807487 0.06 -0.10 0.48
H 5.762567 -4.145681 -1.955976 0.11 0.03 -0.63
H 7.019848 -4.868000 -0.997907 0.52 0.03 0.17
H 0.002390 -2.452655 -3.078148 -0.16 0.25 -0.56
C -2.530844 1.469488 -0.562581 -0.06 0.03 -0.08
O -3.317870 0.744249 -1.483597 0.01 -0.21 0.24
C -2.535631 -0.056077 -2.339426 -0.24 0.35 -0.15
C -3.340150 -1.199351 -2.912867 0.06 -0.14 -0.09
O -3.512981 -2.282238 -2.010175 0.12 0.03 0.01
C -4.455954 -2.097266 -0.957246 0.02 -0.18 0.10
C -5.895159 -2.138286 -1.413974 -0.12 0.30 0.09
O -6.271132 -0.894667 -1.975132 0.14 -0.04 -0.22
C -7.403181 -1.005449 -2.811272 0.00 0.06 0.08
H -1.850423 2.155819 -1.080478 0.06 -0.01 0.08
H -3.202688 2.046215 0.067360 -0.03 0.02 -0.03
H -1.954965 0.790679 0.077524 0.08 0.06 -0.02
H -1.676156 -0.468117 -1.792792 0.09 -0.02 0.04
H -2.169447 0.578774 -3.160270 0.18 -0.15 -0.04
H -2.769748 -1.617118 -3.747795 -0.01 -0.01 -0.01
H -4.294063 -0.852185 -3.311457 -0.02 0.12 0.12
H -4.246963 -1.185601 -0.395801 -0.10 0.10 -0.09
H -4.296829 -2.942796 -0.285305 0.03 -0.03 -0.04
H -6.540947 -2.338695 -0.548147 0.02 -0.18 -0.02
H -6.020716 -2.943090 -2.148385 0.01 -0.05 0.03
H -7.202367 -1.676381 -3.654591 -0.06 -0.05 0.03
H -7.625615 -0.014595 -3.200023 0.01 0.03 0.04
H -8.272088 -1.370721 -2.253270 -0.02 -0.04 -0.05
C 0.315188 6.991145 2.017726 -0.09 0.02 0.09
O -0.511468 6.063372 2.684592 0.20 -0.17 -0.07
C -1.423001 5.427052 1.808546 -0.02 0.19 0.25
C -1.894377 4.114196 2.389354 -0.12 -0.10 -0.11
O -0.957190 3.050799 2.251953 0.00 0.03 0.00
C 0.173819 3.085409 3.111481 0.06 -0.15 -0.12
C -0.136617 2.744355 4.551833 0.11 0.27 0.15
O -0.676055 3.864687 5.222889 -0.21 -0.02 -0.10
C -1.393787 3.501667 6.381870 0.08 0.06 0.00
H -0.277186 7.794131 1.564873 0.06 0.00 -0.06
H 0.989549 7.421841 2.754249 -0.03 0.01 0.04
H 0.913124 6.495315 1.243313 -0.04 0.05 -0.06
H -0.952060 5.244057 0.834468 -0.03 -0.02 -0.02
H -2.289278 6.088053 1.668243 -0.03 -0.07 -0.16
H -2.768020 3.796403 1.816328 0.02 -0.02 -0.02
H -2.209520 4.230744 3.426946 0.12 0.12 0.04
H 0.698100 4.039316 3.036854 -0.07 0.07 0.15
H 0.842696 2.311504 2.725222 -0.03 -0.02 -0.01
H 0.793255 2.451031 5.061043 -0.03 -0.17 -0.06
H -0.842111 1.904292 4.581511 0.03 -0.04 -0.02
H -2.243113 2.855968 6.129543 0.03 -0.06 0.04
H -1.773282 4.414134 6.835225 0.03 0.03 -0.01
H -0.746996 2.989541 7.103293 -0.05 -0.05 0.02
```
Positions in Å, forces in eV/Å.

Values from the calculation:
Net charge   +1
Frontier orbital gap   7.067 eV
Electronic energy   -91456.6944 eV
Largest force on an atom   2.0 eV/Å
HOMO   -0.3992 hartree


Record 3
Below is a 8-piece molecular cluster, C16H40Cl12O16P4 overall at a distorted geometry, with properties calculated with ωB97M-V/def2-TZVPD.

XYZ file:
```
88
Properties=species:S:1:pos:R:3:forces:R:3
C -7.957307 -1.562012 5.991925 -0.68 0.04 0.73
O -6.659954 -2.114739 5.715182 1.41 0.90 0.57
P -5.321450 -1.333678 6.299614 0.63 0.01 -1.89
O -5.294869 0.154951 6.143151 -0.30 -2.43 0.87
O -5.085390 -1.931455 7.764858 -0.28 2.80 -0.99
C -4.973658 -3.278477 8.050892 -0.77 -1.42 -0.11
O -4.134457 -2.098482 5.437075 -2.65 -0.22 0.61
C -2.871727 -1.534140 5.320632 1.82 1.35 -0.15
H -8.562025 -1.347626 5.110756 0.75 0.22 -0.40
H -7.913762 -0.688928 6.643016 0.21 0.20 -0.30
H -8.590351 -2.268039 6.529398 0.46 -0.49 0.17
H -5.896820 -3.771231 7.745833 -0.23 -0.20 0.26
H -4.871602 -3.325591 9.135076 0.35 -0.42 -0.23
H -4.207775 -3.772979 7.453407 0.47 0.16 0.42
H -2.623281 -1.144884 4.333294 -0.79 0.09 -0.35
H -2.043105 -2.228266 5.460934 -0.46 -0.55 0.58
H -2.744175 -0.688047 5.995878 0.06 -0.06 0.16
C -2.234332 4.803303 -7.368368 -0.54 0.13 -0.39
O -2.325061 4.258487 -6.074383 1.46 0.10 2.90
P -1.238306 4.743124 -4.925940 -0.70 -0.37 -0.06
O 0.156245 4.437254 -5.289077 -0.91 0.59 0.26
O -1.620417 6.310419 -4.607344 -0.15 -2.33 0.24
C -1.136610 7.408814 -5.319778 1.02 1.28 -0.19
O -1.722039 3.978768 -3.573753 0.02 1.73 -1.58
C -2.994790 4.317082 -2.984624 -1.03 -0.64 -0.28
H -3.269212 5.104676 -7.530511 0.23 0.29 -0.81
H -1.916434 4.032736 -8.070701 -0.09 0.02 0.00
H -1.544300 5.643421 -7.446890 -0.08 0.06 0.05
H -0.750047 8.159288 -4.630243 -0.12 -0.12 0.41
H -1.917568 7.931136 -5.872404 -0.12 -0.45 -0.27
H -0.263913 7.178102 -5.930732 -0.24 -0.29 -0.34
H -3.516250 3.363750 -2.898821 0.14 0.00 0.62
H -3.690400 4.890567 -3.597285 0.57 0.28 -0.56
H -2.931136 4.865353 -2.044701 0.55 -0.35 0.03
C 10.405864 1.508458 -3.404390 -0.71 0.23 -0.20
O 10.965895 0.842203 -2.244047 -0.70 0.15 -0.48
P 10.092444 -0.245715 -1.462126 -0.67 -0.69 0.38
O 10.815781 -0.815669 -0.303085 -0.66 0.49 -1.18
O 9.685211 -1.293698 -2.669135 0.00 0.79 1.60
C 10.708325 -2.168708 -3.191554 0.01 0.57 -0.69
O 8.669214 0.490335 -1.085496 1.42 -1.11 -1.15
C 8.082526 0.464609 0.216870 0.77 -0.04 1.16
H 11.098518 1.594288 -4.241633 0.52 -0.15 0.52
H 10.043539 2.502368 -3.141803 0.32 0.02 0.27
H 9.533728 1.009945 -3.827436 0.00 -0.45 0.32
H 10.406071 -3.215601 -3.163861 -0.08 0.15 0.60
H 11.679288 -1.982933 -2.732409 -0.13 -0.26 0.20
H 10.794290 -1.933881 -4.252479 0.09 0.13 -0.06
H 7.206530 -0.172502 0.338678 -0.29 0.30 -0.85
H 7.922467 1.501353 0.512896 -0.44 -0.12 -0.19
H 8.749101 0.057122 0.976963 0.53 0.00 -0.27
C -2.944467 -5.343346 -0.455768 -1.16 -0.57 -0.76
O -2.011948 -5.407212 0.591761 0.40 -0.69 1.72
P -2.167941 -6.487871 1.801137 0.63 1.43 1.81
O -1.114724 -6.361896 2.872140 -1.97 -0.23 -2.20
O -3.695991 -6.257324 2.320567 2.20 0.37 -2.40
C -4.271516 -6.719043 3.510047 -0.04 0.22 0.29
O -2.250284 -7.885029 1.064452 -1.21 0.52 0.66
C -1.331195 -8.367691 0.143680 1.34 -0.77 -0.94
H -3.331197 -4.337144 -0.617366 0.29 0.09 0.31
H -3.796736 -5.992653 -0.255418 -0.16 0.07 0.08
H -2.533988 -5.702187 -1.399614 0.43 0.08 0.07
H -4.763817 -5.848261 3.943021 -0.07 -0.17 0.25
H -3.483170 -7.069917 4.176000 -0.33 -0.32 0.17
H -5.021321 -7.450831 3.209406 0.13 -0.28 0.53
H -1.856779 -8.909136 -0.642887 -0.13 -0.05 0.17
H -0.625296 -9.038418 0.633505 -0.11 -0.13 0.07
H -0.713333 -7.621661 -0.356112 -0.23 0.47 0.18
Cl -0.163216 -0.093040 -0.575160 0.15 0.45 -0.30
C 1.258427 0.975700 -0.346949 -0.44 -0.53 -0.25
Cl 2.536248 0.533992 -1.500086 -0.39 0.44 0.02
Cl 1.822240 0.744571 1.261656 0.58 -0.07 1.20
H 0.948542 2.020010 -0.385357 0.10 -0.27 -0.72
Cl -3.280293 6.518111 4.305299 -0.41 0.76 -0.08
C -3.844938 4.981586 3.737285 0.43 -1.21 -0.20
Cl -2.463761 4.178632 2.909240 -0.47 0.06 -0.18
Cl -5.327492 4.970933 2.697696 1.05 0.26 0.81
H -3.981312 4.364805 4.625584 -0.59 0.11 -0.36
Cl 1.763451 6.641045 -0.206832 0.17 0.13 0.81
C 2.996866 6.885322 1.051033 0.64 -0.28 0.16
Cl 4.470047 5.972818 0.578285 -0.46 -0.07 0.40
Cl 2.460351 6.483659 2.759151 0.31 0.29 -1.64
H 3.368343 7.909539 1.018244 -0.69 -0.09 0.27
Cl -0.199909 -0.545858 -7.628567 -0.31 0.49 0.17
C -0.150469 -0.849838 -5.880175 0.23 -0.29 -0.38
Cl 0.891915 -2.215630 -5.657538 0.87 -0.94 0.39
Cl -1.734241 -1.276550 -5.234985 -0.07 0.58 0.01
H 0.350391 -0.034820 -5.357693 -0.72 0.20 -0.15
```
Positions in Å, forces in eV/Å.

Values from the calculation:
Net charge   0
Frontier orbital gap   10.712 eV
Structure (SMILES)   COP(=O)(OC)OC.COP(=O)(OC)OC.COP(=O)(OC)OC.COP(=O)(OC)OC.ClC(Cl)Cl.ClC(Cl)Cl.ClC(Cl)Cl.ClC(Cl)Cl
Electronic energy   -237431.3514 eV
Largest force on an atom   3.3 eV/Å
HOMO   -0.3829 hartree